<P>
{
  "formula": "C32H36FMgN7O7S",
  "method": "ωB97M-V/def2-TZVPD",
  "species": ["Mg", "N", "C", "C", "C", "C", "N", "C", "N", "N", "C", "O", "O", "H", "H", "H", "H", "H", "H", "H", "H", "H", "H", "H", "H", "H", "H", "C", "C", "C", "C", "C", "C", "C", "F", "C", "C", "C", "O", "C", "C", "N", "C", "C", "O", "O", "H", "H", "H", "H", "H", "H", "H", "H", "H", "H", "H", "C", "C", "C", "C", "C", "C", "C", "S", "O", "O", "N", "C", "C", "C", "C", "C", "N", "H", "H", "H", "H", "H", "H", "H", "H", "H", "H", "H"],
  "positions_angstrom": [[0.699, -0.868, 0.615], [0.964, -2.983, -0.176], [2.261, -2.986, -0.850], [2.804, -4.367, -1.265], [3.076, -4.494, -2.775], [4.431, -3.957, -3.215], [4.647, -2.609, -2.716], [4.090, -1.524, -3.216], [3.617, -1.486, -4.477], [4.051, -0.416, -2.471], [3.231, -2.072, -0.055], [4.466, -2.302, -0.076], [2.699, -1.076, 0.480], [0.952, -3.569, 0.653], [0.239, -3.277, -0.820], [2.069, -2.419, -1.769], [2.060, -5.121, -1.003], [3.704, -4.595, -0.689], [2.282, -3.975, -3.323], [3.027, -5.543, -3.078], [4.560, -3.996, -4.300], [5.227, -4.572, -2.795], [4.765, -2.562, -1.682], [3.504, -2.354, -4.970], [2.975, -0.755, -4.735], [4.227, -0.510, -1.474], [3.502, 0.371, -2.769], [-1.075, 1.700, 7.228], [-0.674, 2.787, 6.250], [-1.745, 3.859, 6.107], [-1.188, 5.026, 5.307], [-0.536, 4.544, 4.035], [-0.314, 5.416, 2.993], [0.228, 4.956, 1.798], [0.427, 5.854, 0.809], [0.529, 3.642, 1.595], [0.321, 2.737, 2.642], [0.596, 1.315, 2.401], [1.087, 0.980, 1.300], [0.281, 0.432, 3.480], [-0.141, 0.970, 4.662], [-0.358, 2.273, 4.901], [-0.185, 3.189, 3.866], [0.376, -1.099, 3.478], [0.301, -1.659, 4.569], [0.499, -1.672, 2.347], [-1.308, 2.174, 8.182], [-0.280, 0.978, 7.403], [-1.963, 1.165, 6.888], [0.239, 3.272, 6.618], [-2.069, 4.187, 7.095], [-2.610, 3.424, 5.599], [-0.457, 5.568, 5.915], [-1.977, 5.736, 5.057], [-0.584, 6.461, 3.083], [0.894, 3.276, 0.647], [-0.297, 0.274, 5.472], [-6.618, -0.920, -3.298], [-5.331, -0.559, -2.609], [-4.595, -1.528, -1.927], [-3.398, -1.210, -1.312], [-2.925, 0.095, -1.375], [-3.642, 1.075, -2.039], [-4.841, 0.742, -2.652], [-1.393, 0.485, -0.577], [-1.458, -0.056, 0.776], [-1.206, 1.908, -0.725], [-0.274, -0.431, -1.248], [-0.075, -0.418, -2.616], [-0.342, 0.690, -3.445], [-0.172, 0.568, -4.807], [0.273, -0.638, -5.342], [0.545, -1.658, -4.451], [0.394, -1.567, -3.131], [-7.129, -1.731, -2.779], [-6.427, -1.251, -4.321], [-7.293, -0.066, -3.348], [-4.972, -2.542, -1.872], [-2.832, -1.959, -0.773], [-3.263, 2.088, -2.059], [-5.409, 1.508, -3.167], [-0.662, 1.622, -3.003], [-0.385, 1.412, -5.453], [0.391, -0.782, -6.407], [0.893, -2.622, -4.816]],
  "lowdin_charge": [0.589, 0.049, -0.288, -0.118, -0.170, -0.161, 0.097, -0.442, 0.213, 0.235, -0.597, -0.020, -0.013, 0.110, 0.097, 0.101, 0.113, 0.120, 0.094, 0.114, 0.114, 0.130, 0.098, 0.101, 0.099, 0.112, 0.129, -0.046, -0.308, -0.146, -0.134, -0.133, 0.046, -0.253, 0.058, 0.076, -0.029, -0.275, -0.032, -0.001, 0.036, 0.027, -0.070, -0.581, 0.025, -0.065, 0.086, 0.086, 0.098, 0.160, 0.120, 0.136, 0.125, 0.120, 0.131, 0.132, 0.123, -0.051, -0.270, -0.033, -0.041, -0.273, -0.047, -0.034, 0.615, -0.300, -0.296, -0.142, -0.368, -0.013, -0.070, -0.103, -0.197, 0.114, 0.077, 0.084, 0.076, 0.114, 0.119, 0.112, 0.113, 0.099, 0.109, 0.097, 0.095],
  "homo_ha": -0.2875,
  "gap_ev": 8.019
}


<Q>
{
  "formula": "C32H36FMgN7O7S",
  "method": "ωB97M-V/def2-TZVPD",
  "species": ["Mg", "N", "C", "C", "C", "C", "N", "C", "N", "N", "C", "O", "O", "H", "H", "H", "H", "H", "H", "H", "H", "H", "H", "H", "H", "H", "H", "C", "C", "C", "C", "C", "C", "C", "F", "C", "C", "C", "O", "C", "C", "N", "C", "C", "O", "O", "H", "H", "H", "H", "H", "H", "H", "H", "H", "H", "H", "C", "C", "C", "C", "C", "C", "C", "S", "O", "O", "N", "C", "C", "C", "C", "C", "N", "H", "H", "H", "H", "H", "H", "H", "H", "H", "H", "H"],
  "positions_angstrom": [[-0.038, 0.004, -0.050], [-0.117, -0.002, 2.154], [0.983, 0.921, 2.475], [1.269, 0.950, 3.986], [2.408, 1.813, 4.574], [2.696, 3.148, 3.892], [1.501, 3.898, 3.486], [1.275, 4.125, 2.188], [2.283, 4.222, 1.340], [0.029, 4.319, 1.722], [2.152, 0.633, 1.479], [3.258, 1.147, 1.708], [1.813, -0.060, 0.470], [-1.010, 0.310, 2.517], [0.081, -0.928, 2.516], [0.637, 1.897, 2.151], [1.444, -0.077, 4.318], [0.328, 1.268, 4.448], [3.345, 1.264, 4.505], [2.183, 1.972, 5.634], [3.245, 2.884, 2.993], [3.333, 3.761, 4.530], [0.698, 3.834, 4.090], [3.200, 3.921, 1.624], [2.024, 4.145, 0.345], [-0.751, 4.028, 2.281], [-0.085, 4.241, 0.714], [1.365, 5.171, -5.067], [0.354, 4.177, -5.639], [0.850, 3.661, -6.983], [-0.041, 2.538, -7.492], [0.003, 1.404, -6.507], [-0.056, 0.086, -6.901], [-0.031, -0.923, -5.945], [-0.102, -2.201, -6.367], [0.062, -0.652, -4.613], [0.135, 0.681, -4.196], [0.210, 0.962, -2.758], [0.440, 0.041, -1.958], [0.022, 2.348, -2.409], [-0.001, 3.289, -3.385], [0.138, 3.038, -4.707], [0.109, 1.712, -5.139], [-0.168, 2.808, -0.991], [-0.273, 4.054, -0.804], [-0.179, 1.951, -0.059], [1.665, 5.871, -5.849], [2.251, 4.641, -4.711], [0.959, 5.754, -4.240], [-0.606, 4.680, -5.788], [1.872, 3.289, -6.863], [0.874, 4.494, -7.685], [0.278, 2.198, -8.478], [-1.068, 2.906, -7.589], [-0.131, -0.171, -7.951], [0.075, -1.435, -3.865], [-0.146, 4.318, -3.091], [-8.123, -2.481, -1.919], [-6.848, -1.724, -1.644], [-6.740, -0.899, -0.527], [-5.570, -0.199, -0.266], [-4.497, -0.322, -1.134], [-4.593, -1.118, -2.270], [-5.763, -1.818, -2.516], [-2.944, 0.475, -0.782], [-2.416, 0.721, -2.104], [-3.219, 1.621, 0.047], [-2.039, -0.519, 0.067], [-1.759, -1.853, -0.154], [-2.705, -2.892, -0.269], [-2.260, -4.195, -0.322], [-0.895, -4.472, -0.259], [-0.030, -3.405, -0.150], [-0.441, -2.137, -0.103], [-8.660, -2.691, -0.995], [-7.913, -3.423, -2.427], [-8.783, -1.897, -2.566], [-7.585, -0.802, 0.147], [-5.470, 0.448, 0.598], [-3.747, -1.178, -2.944], [-5.844, -2.451, -3.394], [-3.760, -2.667, -0.265], [-2.974, -5.007, -0.392], [-0.526, -5.488, -0.284], [1.042, -3.558, -0.090]],
  "lowdin_charge": [0.493, 0.046, -0.283, -0.134, -0.168, -0.175, 0.096, -0.460, 0.233, 0.211, -0.579, 0.004, -0.050, 0.107, 0.109, 0.102, 0.117, 0.106, 0.113, 0.107, 0.076, 0.120, 0.151, 0.110, 0.143, 0.126, 0.018, -0.043, -0.303, -0.151, -0.125, -0.142, 0.053, -0.257, 0.062, 0.084, -0.035, -0.274, 0.015, -0.015, 0.035, 0.034, -0.070, -0.516, -0.021, -0.031, 0.085, 0.097, 0.075, 0.154, 0.134, 0.122, 0.120, 0.131, 0.131, 0.140, 0.137, -0.053, -0.274, -0.039, -0.049, -0.286, -0.069, -0.038, 0.600, -0.282, -0.299, -0.147, -0.362, -0.001, -0.066, -0.079, -0.113, 0.074, 0.075, 0.076, 0.084, 0.112, 0.114, 0.115, 0.114, 0.101, 0.107, 0.098, 0.119],
  "homo_ha": -0.2906,
  "gap_ev": 8.271
}


Least stable of them? <Q>.